This record from OMol25 describes a structure of composition C2H4INS. The level of theory is wB97M-V/def2-TZVPD.

Last column: Löwdin charge in e.
Positions of all 9 atoms, in Å:
C -0.3792 0.6469 -0.9360  -0.963
C -0.0497 -0.9587 0.9002  -0.042
N 0.4016 0.0871 -0.0695  -0.119
S -1.9117 0.7105 -1.3330  0.718
I 1.3478 2.5830 -1.9595  0.103
H -0.7568 -0.3592 1.5090  0.088
H -0.5877 -1.7169 0.3202  0.082
H 0.6476 -1.4429 1.6711  0.115
H 1.2881 0.4502 -0.1026  0.017

Summary:
energy above the lowest of the compared OMol25 structures with the same formula, charge and spin: 22.8 kcal/mol
HOMO-LUMO gap (spin up / spin down): 7.11 / 7.11 eV
max |F|: 2.85 eV/A
spin multiplicity: 1

***

This record from OMol25 describes an isolated molecule of C2H4INS. The level of theory is wB97M-V/def2-TZVPD.

Last column: Löwdin charge in e.
Positions of all 9 atoms, in Å:
C 0.6351 0.1403 0.6156  -0.767
C -0.5241 -0.3325 -0.1246  -0.164
N 1.4533 0.9411 0.2369  0.116
S 0.8184 -1.1631 2.0367  0.221
I 2.8183 -0.5523 3.1971  0.304
H -0.8301 0.4603 -0.7287  0.051
H -1.4157 -0.7245 0.3927  0.073
H -0.0636 -1.1722 -0.8125  0.137
H 2.3969 0.9632 0.6572  0.028

Summary:
energy above the lowest of the compared OMol25 structures with the same formula, charge and spin: 12.9 kcal/mol
HOMO-LUMO gap (spin up / spin down): 7.16 / 6.60 eV
⟨S²⟩: 2.01
max |F|: 4.33 eV/A
spin multiplicity: 3

***

This record from OMol25 describes a structure of composition C2H4IOPS. The level of theory is wB97M-V/def2-TZVPD.

Last column: Löwdin charge in e.
Positions of all 10 atoms, in Å:
C 0.2730 0.3183 -0.4190  -0.751
C 1.0666 -0.7383 0.2564  -0.265
O -0.9489 2.6510 -0.7473  -0.557
P -0.4412 1.8854 0.3845  0.683
S -2.2460 -1.1214 1.4735  -0.082
I -1.8820 -0.8209 -0.7571  0.770
H 0.4744 0.6726 -1.5184  0.075
H 0.4355 -0.9386 1.0893  -0.016
H 1.9458 -0.2181 0.4971  0.055
H 1.3227 -1.6899 -0.2591  0.089

Summary:
HOMO-LUMO gap (spin up / spin down): 6.05 / 5.67 eV
⟨S²⟩: 2.01
max |F|: 3.75 eV/A
spin multiplicity: 3

***

This record from OMol25 describes an isolated molecule of C2H4IPS. The level of theory is wB97M-V/def2-TZVPD.

Last column: Löwdin charge in e.
Positions of all 9 atoms, in Å:
C 0.8797 -0.0247 -0.4457  -1.053
C 0.4180 0.7614 0.8306  -0.427
P -0.5152 -0.8234 0.4270  0.520
S -2.1589 -0.4316 -0.8543  0.334
I 2.8841 -0.8933 -0.6647  0.639
H 0.4329 0.2444 -1.5276  0.060
H 1.1204 0.6245 1.7260  0.079
H -0.0447 1.7615 0.7242  0.067
H -3.0162 -1.2187 -0.2155  -0.220

Summary:
energy above the lowest of the compared OMol25 structures with the same formula, charge and spin: 20.0 kcal/mol
HOMO-LUMO gap: 9.15 eV
max |F|: 3.02 eV/A
spin multiplicity: 1

***

This record from OMol25 describes a structure of composition C2H4InN2O4. The level of theory is wB97M-V/def2-TZVPD.

Last column: Löwdin charge in e.
Positions of all 13 atoms, in Å:
In -1.9912 -1.6783 -2.1084  1.118
C 1.3752 -0.9302 -2.2306  -0.980
O 2.5082 -0.6034 -2.6048  0.395
O 0.5135 -0.0735 -2.2951  0.179
O 1.1735 -1.9707 -1.6610  0.276
C -0.6842 0.3104 1.1273  -0.815
O -1.3224 -0.5668 0.5056  -0.128
N -1.0042 0.7422 2.2566  0.202
N 0.3049 0.8997 0.6571  0.217
H -1.4572 0.0256 2.8057  0.144
H -0.8029 1.6458 2.6603  0.144
H 0.8328 1.5968 1.1625  0.149
H 0.5542 0.6025 -0.2754  0.098

Summary:
energy above the lowest of the compared OMol25 structures with the same formula, charge and spin: 16.6 kcal/mol
HOMO-LUMO gap: 4.20 eV
max |F|: 7.82 eV/A
spin multiplicity: 1
total charge: +1

***

This record from OMol25 describes a structure of composition C2H4InO4S. The level of theory is wB97M-V/def2-TZVPD.

Last column: Löwdin charge in e.
Positions of all 12 atoms, in Å:
In -0.1759 -4.4215 -1.6401  1.736
C 0.1666 0.6585 1.3004  0.070
C -0.1969 1.5027 -0.0112  -0.017
O -0.8622 0.5565 -0.8474  0.004
S -0.0484 -0.7513 -0.6761  0.629
O 1.0500 -0.6730 -1.5340  0.049
O -0.8140 -1.9473 -0.8922  -0.166
O 0.2963 -0.7287 0.8244  -0.022
H -0.5221 0.6008 2.1386  0.181
H 1.1569 0.9677 1.6029  0.195
H 0.7176 1.8441 -0.4669  0.161
H -0.7679 2.3914 0.2015  0.181

Summary:
energy above the lowest of the compared OMol25 structures with the same formula, charge and spin: 28.9 kcal/mol
HOMO-LUMO gap: 4.00 eV
max |F|: 2.62 eV/A
spin multiplicity: 1
total charge: +3

***

This record from OMol25 describes a structure of composition C2H4LiO4Yb. The level of theory is wB97M-V/def2-TZVPD.

Last column: Löwdin charge in e.
Positions of all 12 atoms, in Å:
O -0.0485 -0.5467 0.7822  -0.023
C 2.4319 -1.3855 -0.2012  0.133
H 2.6187 -2.2169 0.4988  0.120
H 2.8838 -0.4333 0.1313  0.106
C -1.8726 -2.4478 0.6911  0.169
O -1.6485 -1.4208 0.0699  0.091
O 1.4855 -1.5159 -1.2251  -0.223
Li 0.7056 0.0406 -1.9842  0.824
H -2.6367 -3.1231 0.2816  0.169
H -1.1317 -2.7926 1.4305  0.160
Yb -1.2071 2.2450 0.4184  1.873
O 0.1080 0.4301 -0.0614  -0.398

Summary:
HOMO-LUMO gap (spin up / spin down): 6.55 / 6.56 eV
max |F|: 8.58 eV/A
spin multiplicity: 1
total charge: +3

***

This record from OMol25 describes a structure of composition C2H4Mn. The level of theory is wB97M-V/def2-TZVPD.

Last column: Löwdin charge in e.
Positions of all 7 atoms, in Å:
C 0.9495 1.0749 0.8443  -0.332
C -0.1132 0.8244 0.0196  -0.370
H 1.1298 0.4746 1.7455  0.000
H 1.3645 2.0893 0.9412  0.017
H -0.3659 1.6506 -0.6633  -0.011
Mn -1.3546 -0.7075 0.2438  0.611
H 2.9372 0.5610 0.2902  0.084

Summary:
HOMO-LUMO gap (spin up / spin down): 7.01 / 5.05 eV
⟨S²⟩: 8.83
max |F|: 0.98 eV/A
spin multiplicity: 6

***

This record from OMol25 describes an isolated molecule of C2H4N2. The level of theory is wB97M-V/def2-TZVPD.

Last column: Löwdin charge in e.
Positions of all 8 atoms, in Å:
C 1.3658 0.0770 -0.1967  -0.014
C -1.2859 0.1077 0.0385  -0.020
H 2.1904 0.0909 0.5074  0.064
H 0.9417 0.7021 -1.0142  0.082
H -1.0067 0.4076 1.1244  0.100
H -2.1728 0.4619 -0.3494  0.019
N 0.5583 -0.8647 0.2064  -0.166
N -0.5908 -0.9825 -0.3164  -0.064

Summary:
energy above the lowest of the compared OMol25 structures with the same formula, charge and spin: 81.5 kcal/mol
HOMO-LUMO gap: 10.08 eV
max |F|: 5.73 eV/A
spin multiplicity: 1

***

This record from OMol25 describes a cluster of 2 separate species, C2H4N2 in total. The level of theory is wB97M-V/def2-TZVPD.

Last column: Löwdin charge in e.
Positions of all 8 atoms, in Å:
C 1.3062 0.5703 -0.8212  -0.101
C 0.0268 0.8003 -0.1508  -0.159
N 0.3566 0.2231 1.0540  -0.020
N 1.1748 -0.3487 0.1766  0.020
H 1.5730 0.2609 -1.9004  0.102
H -1.6661 -1.1880 0.8470  0.009
H -0.9463 0.6552 -0.6916  0.122
H -1.8250 -0.9730 1.4863  0.026

Summary:
energy above the lowest of the compared OMol25 structures with the same formula, charge and spin: 155.8 kcal/mol
HOMO-LUMO gap: 8.64 eV
max |F|: 2.07 eV/A
spin multiplicity: 1

***

This record from OMol25 describes an isolated molecule of C2H4N2. The level of theory is wB97M-V/def2-TZVPD.

Last column: Löwdin charge in e.
Positions of all 8 atoms, in Å:
C -1.9069 -0.2265 -0.0017  0.114
C -0.7978 0.1728 -0.1637  -0.324
N 1.4579 -0.2236 -0.0197  0.036
N 0.4418 0.6628 -0.0655  -0.120
H -2.9342 -0.5091 0.1100  0.031
H 2.1243 0.0975 -0.6391  0.069
H 1.2104 -1.2045 -0.1055  0.113
H 0.4045 1.2306 0.8853  0.081

Summary:
energy above the lowest of the compared OMol25 structures with the same formula, charge and spin: 99.6 kcal/mol
HOMO-LUMO gap (spin up / spin down): 5.13 / 7.91 eV
⟨S²⟩: 2.02
max |F|: 7.35 eV/A
spin multiplicity: 3

***

This record from OMol25 describes an isolated molecule of C2H4N2O. The level of theory is wB97M-V/def2-TZVPD.

Last column: Löwdin charge in e.
Positions of all 9 atoms, in Å:
N -0.9333 0.8398 1.5533  0.087
C -0.6761 0.4588 0.3729  -0.298
N 0.3065 -0.4962 0.1552  0.056
C 0.9563 -0.7067 -1.0379  -0.341
O 1.9715 -1.3526 -1.1416  0.042
H -1.6717 1.5383 1.5550  0.043
H -1.1623 0.8079 -0.5458  0.126
H 0.7569 -0.8625 0.9862  0.152
H 0.4521 -0.2268 -1.8973  0.134

Summary:
energy above the lowest of the compared OMol25 structures with the same formula, charge and spin: 0.5 kcal/mol
HOMO-LUMO gap: 11.05 eV
max |F|: 0.43 eV/A
spin multiplicity: 1

***

Question: Which formula does entry 7 have?
Answer: C2H4LiO4Yb

***

Question: spin multiplicity of number 4 (C2H4IPS)?
Answer: 1

***

Question: Number 12 is which compound?
Answer: C2H4N2O

***

Question: The lowest max |F| belongs to which entry?
Answer: C2H4N2O